Record 1
The following is a quantum chemistry calculation of a 2-piece molecular cluster, C2H5ClO2 overall in a non-equilibrium geometry, from OMol25.

## Properties
Largest force on an atom   2.627 eV/Å
Total energy   -689.71225 Ha
Energy above the lowest of the compared OMol25 structures with the same formula, charge and spin   410.7 kJ/mol
Highest occupied orbital energy   -7.986 eV
Orbital gap   7.9 eV

Each line ends with the natural charge from an NBO analysis.
Cartesian coordinates (Å):
C 0.30 -0.97 -0.63  -0.726
C 0.66 0.01 0.36  0.470
O 0.72 1.27 0.16  -0.581
O -1.59 0.20 1.07  -0.852
Cl -1.86 1.71 0.71  0.191
H -0.17 -1.62 0.02  0.266
H -0.50 -0.47 -1.28  0.258
H 1.20 -1.52 -1.09  0.251
H 0.91 -0.27 1.35  0.205
H 0.34 1.66 -0.66  0.519

***

Record 2
The following is a quantum chemistry calculation of one molecule with the formula C2H5ClO3S in a non-equilibrium geometry, from OMol25.

## Properties
Largest force on an atom   7.018 eV/Å
Total energy   -1163.10735 Ha
⟨S²⟩   2.007
Energy above the lowest of the compared OMol25 structures with the same formula, charge and spin   0.0 kJ/mol
Highest occupied orbital energy (spin up / spin down)   -6.569 / -10.896 eV
Multiplicity   3
Orbital gap (spin up / spin down)   7.2 / 7.0 eV

Each line ends with the Löwdin spin population.
Cartesian coordinates (Å):
C 0.61 0.65 -0.12  0.000
C -0.58 -0.36 0.11  0.018
O -1.81 0.42 -0.18  0.133
O -3.77 1.33 1.09  0.430
O -0.51 -1.43 -0.69  0.010
S -3.40 0.82 -0.15  0.709
Cl -4.28 -1.19 -0.10  0.693
H 0.79 1.25 0.78  0.000
H 1.42 0.03 -0.35  0.000
H 0.33 1.19 -1.04  0.000
H -0.59 -0.58 1.28  0.006
H -1.22 -2.08 -0.63  0.000

***

Record 3
The following is a quantum chemistry calculation of a 2-piece molecular cluster, C2H5ClO4 overall in a non-equilibrium geometry, from OMol25.

## Properties
Largest force on an atom   4.923 eV/Å
Total energy   -840.35256 Ha
SMILES   O=C(O)C(O)O.Cl
Energy above the lowest of the compared OMol25 structures with the same formula, charge and spin   41.8 kJ/mol
Highest occupied orbital energy   -11.111 eV
Orbital gap   11.6 eV

Each line ends with the natural charge from an NBO analysis.
Cartesian coordinates (Å):
O -0.04 0.56 1.51  -0.549
C -0.14 0.16 0.41  0.758
O -0.50 0.88 -0.72  -0.704
C 0.21 -1.25 0.05  0.263
O 1.06 -1.88 0.93  -0.687
O -1.00 -1.92 -0.19  -0.724
H -1.03 1.75 -0.52  0.506
H 0.81 -1.41 -0.93  0.168
H 0.66 -1.88 1.80  0.478
H -0.93 -2.64 -0.82  0.489
Cl 0.36 4.10 -1.35  -0.277
H 0.54 3.53 -0.17  0.279

***

Record 4
The following is a quantum chemistry calculation of a 3-piece molecular cluster, C2H5ClS overall in a non-equilibrium geometry, from OMol25.

## Properties
Largest force on an atom   7.282 eV/Å
Total energy   -937.30961 Ha
Energy above the lowest of the compared OMol25 structures with the same formula, charge and spin   652.7 kJ/mol
Highest occupied orbital energy   -8.779 eV
Orbital gap   7.6 eV

Each line ends with the natural charge from an NBO analysis.
Cartesian coordinates (Å):
C 1.51 -1.08 3.33  -0.437
C -0.75 -0.34 -1.75  -0.376
H 1.88 -0.15 3.68  0.196
H 1.17 -1.92 4.09  0.236
H -0.17 -0.45 -2.63  0.222
H -0.58 -0.31 -0.75  0.195
H -2.60 -0.78 -2.28  0.064
S 1.24 -0.50 1.72  0.006
Cl -1.41 1.19 -2.30  -0.107